{"formula": "C11H25Cl4FN3O3", "method": "wB97M-V/def2-TZVPD", "e_tot_ha": -2764.7517, "orbital_gap_ev": 7.57, "total_charge": -1, "mol_weight_g_mol": 408.1, "symbols": ["O", "H", "H", "O", "H", "N", "H", "H", "O", "Cl", "H", "N", "C", "H", "Cl", "N", "C", "Cl", "H", "H", "H", "F", "Cl", "H", "H", "H", "H", "C", "H", "H", "C", "H", "H", "C", "H", "H", "C", "H", "C", "C", "C", "C", "H", "H", "C", "H", "H"], "positions_angstrom": [[26.19324, 3.41402, 2.08619], [29.33327, 1.56340, 7.15143], [27.82974, 4.46398, 6.66910], [28.15655, 5.74680, 4.35258], [33.61165, 0.62452, 1.65916], [24.08012, 2.84857, 2.29731], [30.94615, -0.67947, 5.76538], [26.12628, 1.82709, 4.25402], [31.22976, 1.66651, 2.21551], [26.80848, -0.34820, 8.34333], [28.54175, 9.46653, 5.22752], [31.27265, 0.46013, 4.09500], [30.28455, 1.73637, 7.65467], [30.40528, 0.87747, 4.40091], [28.20117, -1.75979, 5.92283], [27.93033, 7.55008, 5.72063], [31.82836, 0.86194, 2.94031], [30.54819, 0.55601, 9.02862], [24.91992, 3.12782, 4.92064], [32.89134, -0.94114, 2.24556], [26.14723, -0.49432, 6.01901], [29.06375, 2.44197, 4.99211], [30.21079, 3.26991, 8.46377], [29.36901, 8.16807, 4.57902], [31.65643, -1.55555, 4.24777], [27.33601, 5.81040, 7.47338], [23.69560, 2.95550, 1.36952], [25.75001, 2.84994, 4.27114], [23.29973, 1.03371, 3.10118], [22.14952, 2.41477, 2.61187], [33.14910, 0.08966, 2.48865], [26.52734, 3.48553, 4.69525], [32.63446, -0.46383, 5.26124], [27.24268, 5.36346, 6.48361], [33.78567, 0.05077, 3.37260], [31.12214, 1.68795, 6.95883], [27.83975, 6.22654, 5.42190], [27.76344, 8.42302, 3.86057], [27.09155, -0.38844, 6.55302], [28.34767, 8.49262, 4.77813], [25.31423, 3.01828, 2.77263], [31.62702, -0.69359, 4.91431], [26.22862, 4.96855, 6.42170], [27.43213, 7.84412, 6.54854], [23.10278, 2.10399, 3.03941], [23.09897, 2.39862, 4.08883], [27.60672, 0.49067, 6.16590]], "atomic_forces_ev_per_a": [[1.9, 0.9, -2.7], [0.3, -0.1, -0.1], [0.4, -0.2, -0.8], [0.2, 0.8, 0.0], [-0.1, -0.2, 0.1], [-2.9, -1.2, 0.8], [0.1, -0.7, -0.3], [-0.2, -0.1, 0.9], [1.6, -0.7, 0.5], [0.4, -0.1, -1.4], [-0.9, 0.2, -0.2], [-0.3, -0.4, 0.9], [-0.1, -0.6, 0.5], [-0.6, 1.2, -0.5], [-1.1, 0.9, 0.9], [-1.3, -0.5, 2.2], [-0.9, -0.2, -1.8], [0.0, -0.3, -0.8], [-0.4, -1.1, 0.4], [0.0, 0.1, -0.2], [0.1, -0.2, 0.4], [0.0, -0.9, 0.8], [0.0, 1.2, -0.1], [0.2, 0.1, -1.0], [-0.3, -0.6, 0.7], [-0.3, 0.6, 0.1], [1.7, 0.5, -0.3], [-1.8, -0.2, -0.5], [-0.4, -0.3, -0.6], [-0.3, -0.8, 0.2], [-1.4, 1.1, 1.1], [0.6, 0.1, -1.5], [0.2, -0.7, 0.5], [0.4, -0.8, 2.2], [0.4, 0.0, -0.2], [-0.2, 0.0, 0.2], [-0.8, -1.2, -1.0], [0.0, 0.6, 0.0], [0.7, -0.6, -0.6], [2.0, 0.0, -0.7], [2.3, 1.6, 1.9], [1.1, 1.6, -1.0], [-0.1, 0.6, -0.7], [0.1, 0.0, -0.2], [-0.3, 0.4, 1.1], [-0.1, 0.3, 0.0], [0.0, 0.3, 0.5]]}